A molecular structure, C24H32BCl4F4Ge2N2O6P2Ti at a distorted geometry. Source: the Open Molecules 2025 dataset; level of theory: wB97M-V/def2-TZVPD.

## Properties
Energy: -257049.4823 eV
HOMO level: -5.112 eV

```
! wB97M-V def2-TZVPD RIJCOSX def2/J DEFGRID3
* xyz -1 1
Ti 0.985 0.961 0.607
N 0.133 4.691 1.907
C 0.165 4.315 0.471
C -0.189 5.477 -0.418
P 1.724 3.515 -0.119
O 2.282 3.057 1.350
O 2.645 4.441 -0.790
O 1.221 2.280 -0.826
P -1.166 3.001 0.504
O -1.363 2.539 -1.018
O -2.336 3.747 1.029
O -0.568 1.908 1.319
H 0.687 5.520 2.137
H 0.465 3.873 2.466
H -0.883 4.803 2.113
H 0.497 6.311 -0.267
H -1.219 5.800 -0.257
H -0.079 5.147 -1.451
H 3.046 2.462 1.261
H -2.178 2.924 -1.340
F 0.964 0.317 2.542
B 1.498 1.155 3.599
F 1.292 0.575 4.802
F 2.818 1.332 3.285
F 0.845 2.392 3.525
Cl 5.230 0.205 1.400
C 4.816 -0.265 -0.215
C 5.748 -0.798 -1.068
C 5.381 -1.148 -2.359
C 4.076 -0.938 -2.790
C 3.146 -0.412 -1.926
Cl 1.510 -0.101 -2.383
C 3.454 -0.078 -0.572
N 2.541 0.335 0.261
H 6.764 -0.935 -0.739
H 6.116 -1.573 -3.022
H 3.793 -1.175 -3.803
Cl 1.949 -2.213 1.166
C 2.706 -3.298 -0.034
Cl 2.196 -4.966 0.205
H 3.790 -3.267 0.073
H 2.391 -2.987 -1.029
C -1.486 -0.618 -3.831
Ge -1.259 -1.842 -2.242
C 0.109 -3.192 -2.863
C -2.991 -2.891 -2.308
Ge -0.792 -0.647 -0.058
C -1.051 -2.226 1.205
C -0.973 -2.093 2.589
C -1.058 -3.189 3.429
C -1.197 -4.461 2.905
C -1.264 -4.622 1.535
C -1.205 -3.515 0.708
C -2.623 0.154 0.232
C -3.463 0.548 -0.804
C -4.671 1.177 -0.557
C -5.078 1.419 0.743
C -4.255 1.043 1.789
C -3.046 0.425 1.530
H -0.930 -0.996 -4.683
H -1.129 0.385 -3.616
H -2.535 -0.562 -4.110
H -0.240 -3.675 -3.770
H 0.267 -3.960 -2.113
H 1.055 -2.708 -3.080
H -3.347 -2.952 -3.333
H -3.757 -2.411 -1.706
H -2.862 -3.901 -1.934
H -0.811 -1.122 3.044
H -0.996 -3.053 4.502
H -1.233 -5.322 3.558
H -1.351 -5.607 1.100
H -1.261 -3.659 -0.359
H -3.160 0.363 -1.826
H -5.297 1.489 -1.383
H -6.031 1.892 0.937
H -4.554 1.248 2.809
H -2.418 0.152 2.369
*
```



A molecular structure, C24H32CaF6NO22S2 at a distorted geometry. Source: the Open Molecules 2025 dataset; level of theory: wB97M-V/def2-TZVPD.

## Properties
Energy: -128352.1710 eV
HOMO level: -11.491 eV

```
! wB97M-V def2-TZVPD RIJCOSX def2/J DEFGRID3
* xyz 1 1
Ca -0.029 -0.624 0.419
C -2.854 -3.866 -0.078
F -4.170 -3.986 -0.231
F -2.283 -5.086 0.168
F -2.430 -3.348 -1.216
S -2.556 -2.482 1.280
O -2.847 -1.230 0.624
O -3.296 -2.769 2.525
N -0.792 -2.475 1.357
S -0.610 -3.499 2.537
O -1.100 -3.040 3.811
O -0.973 -4.840 2.317
C 1.323 -3.613 2.801
F 1.864 -4.187 1.733
F 1.760 -2.367 3.030
F 1.704 -4.300 3.907
C 5.063 -2.525 -0.828
C 5.612 -2.669 0.622
O 4.368 -2.381 1.260
C 3.478 -1.672 0.477
O 2.348 -1.225 0.917
O 4.007 -1.650 -0.797
H 4.712 -3.463 -1.259
H 5.763 -2.081 -1.536
H 6.303 -1.858 0.849
H 5.984 -3.638 0.955
C 2.245 -4.854 -2.118
C 0.905 -5.192 -2.845
O 0.113 -4.077 -2.716
C 0.742 -3.214 -1.894
O 0.273 -2.213 -1.345
O 2.029 -3.489 -1.767
H 3.151 -4.853 -2.725
H 2.479 -5.542 -1.306
H 0.469 -6.134 -2.511
H 1.185 -5.411 -3.876
C 4.420 4.266 -0.874
C 3.425 3.314 -1.446
C 3.817 1.858 -1.930
O 2.854 1.089 -1.216
C 2.144 1.775 -0.351
O 1.293 1.331 0.377
O 2.435 3.074 -0.487
H 4.922 3.806 -0.022
H 4.091 5.233 -0.493
H 5.214 4.505 -1.581
H 2.973 3.849 -2.281
H 4.818 1.547 -1.630
H 3.745 1.786 -3.015
C 0.510 3.992 -4.145
C -0.659 3.165 -3.675
C -1.110 2.115 -4.590
O -1.169 0.984 -3.780
C -0.642 1.213 -2.653
O -0.395 0.397 -1.801
O -0.124 2.439 -2.667
H 1.329 3.360 -4.490
H 0.851 4.642 -3.339
H 0.281 4.677 -4.961
H -1.395 3.767 -3.142
H -0.338 1.908 -5.331
H -2.061 2.229 -5.110
C -4.405 5.024 0.274
C -4.302 3.566 0.603
C -4.602 2.621 -0.591
O -3.503 1.734 -0.594
C -2.535 2.129 0.333
O -1.576 1.471 0.609
O -2.978 3.229 0.978
H -3.755 5.205 -0.583
H -4.060 5.668 1.083
H -5.449 5.335 0.287
H -4.953 3.307 1.438
H -4.466 3.239 -1.479
H -5.539 2.075 -0.487
C -4.193 0.232 4.476
C -2.787 0.745 4.696
C -1.909 -0.008 5.613
O -0.688 -0.181 4.965
C -0.879 0.108 3.700
O -0.070 0.094 2.771
O -2.184 0.489 3.485
H -4.768 0.485 5.367
H -4.221 -0.846 4.320
H -4.730 0.524 3.574
H -2.734 1.826 4.825
H -2.343 -0.970 5.884
H -1.542 0.434 6.540
*
```



Q: Look up the energy of the first one.
A: -257049.4823 eV